No. 1
Density functional theory data (wB97M-V/def2-TZVPD) for a structure of composition C27H36BeN4O3.

Atoms and positions in Å:
Be (0.03, 0.12, -0.11)
C (2.45, 4.02, -1.26)
C (0.99, 3.54, -1.30)
O (0.76, 2.30, -0.76)
H (2.65, 5.07, -1.47)
H (3.06, 3.35, -1.86)
H (2.78, 3.84, -0.23)
H (0.69, 3.58, -2.37)
H (0.40, 4.32, -0.79)
C (0.32, -2.51, 2.86)
C (-0.07, -2.93, 1.44)
O (-0.61, -2.01, 0.56)
H (0.94, -1.61, 2.92)
H (0.78, -3.35, 3.37)
H (-0.58, -2.15, 3.37)
H (-0.74, -3.78, 1.61)
H (0.88, -3.35, 1.03)
N (-2.41, 1.05, 0.23)
C (-3.42, 0.23, 0.47)
C (-4.76, 0.60, 0.50)
C (-5.00, 1.97, 0.42)
C (-3.95, 2.85, 0.16)
C (-2.66, 2.34, -0.01)
H (-3.11, -0.81, 0.54)
H (-5.58, -0.08, 0.70)
H (-6.01, 2.31, 0.60)
H (-4.19, 3.87, -0.07)
H (-1.85, 3.05, -0.13)
N (-0.13, 0.72, 2.37)
C (0.51, 1.88, 2.59)
C (0.17, 2.73, 3.62)
C (-0.82, 2.37, 4.54)
C (-1.39, 1.11, 4.38)
C (-1.06, 0.35, 3.27)
H (1.27, 2.17, 1.89)
H (0.68, 3.65, 3.88)
H (-1.02, 3.00, 5.39)
H (-2.16, 0.83, 5.08)
H (-1.67, -0.47, 2.93)
N (-1.51, -0.30, -2.13)
C (-1.74, -1.60, -2.36)
C (-2.70, -2.09, -3.23)
C (-3.25, -1.22, -4.16)
C (-2.94, 0.13, -4.05)
C (-2.00, 0.49, -3.09)
H (-1.23, -2.33, -1.73)
H (-2.81, -3.17, -3.28)
H (-3.95, -1.60, -4.88)
H (-3.35, 0.86, -4.73)
H (-1.71, 1.53, -3.09)
N (1.53, -1.07, -1.87)
C (2.11, -0.36, -2.84)
C (2.68, -1.04, -3.91)
C (2.83, -2.41, -3.87)
C (2.34, -3.12, -2.76)
C (1.72, -2.38, -1.77)
H (1.99, 0.71, -2.75)
H (2.97, -0.55, -4.83)
H (3.26, -2.96, -4.70)
H (2.43, -4.19, -2.68)
H (1.21, -2.89, -0.96)
C (3.77, -2.33, 0.99)
C (3.19, -1.08, 1.64)
O (2.39, -0.36, 1.08)
C (3.61, -0.81, 3.04)
H (3.16, -3.19, 1.25)
H (4.81, -2.45, 1.31)
H (3.95, -2.13, -0.06)
H (4.69, -0.68, 3.05)
H (3.28, -1.68, 3.62)
H (3.10, 0.07, 3.42)

Results
- Gap between HOMO and LUMO: 7.828 eV
- Maximum force: 2.35 eV/A
- Lowest unoccupied orbital energy: 0.8 eV

***

No. 2
Density functional theory data (wB97M-V/def2-TZVPD) for a structure of composition C27H36ClN3O6SSi2Zr.

Atoms and positions in Å:
Zr (0.45, -0.36, -0.95)
C (2.17, -0.83, -3.66)
Si (2.82, -2.06, -2.36)
C (2.28, -3.78, -2.85)
C (4.68, -1.95, -2.37)
N (2.03, -1.60, -0.87)
C (2.48, -1.57, 0.48)
C (3.76, -1.93, 0.89)
C (4.13, -1.84, 2.22)
C (3.23, -1.38, 3.17)
C (1.96, -1.00, 2.78)
C (1.56, -1.10, 1.45)
N (0.27, -0.73, 0.99)
Si (-1.11, -0.12, 1.94)
C (-0.64, 1.49, 2.75)
C (-2.37, 0.21, 0.60)
C (-1.77, -1.39, 3.11)
H (1.59, -1.34, -4.44)
H (3.03, -0.38, -4.15)
H (1.58, 0.03, -3.31)
H (2.74, -4.09, -3.79)
H (1.20, -3.84, -2.97)
H (2.57, -4.50, -2.08)
H (5.02, -2.01, -3.40)
H (5.15, -2.77, -1.82)
H (5.04, -1.00, -1.95)
H (4.47, -2.29, 0.16)
H (5.13, -2.15, 2.52)
H (3.52, -1.32, 4.21)
H (1.25, -0.64, 3.52)
H (-0.17, 2.17, 2.03)
H (0.05, 1.36, 3.59)
H (-1.53, 1.99, 3.14)
H (-2.04, 0.87, -0.22)
H (-3.23, 0.74, 1.04)
H (-2.77, -0.72, 0.19)
H (-1.03, -1.68, 3.87)
H (-2.08, -2.30, 2.59)
H (-2.65, -1.01, 3.63)
N (-0.98, -0.92, -2.72)
C (-1.87, -1.86, -2.06)
C (-1.29, -2.76, -1.17)
C (-2.11, -3.50, -0.32)
C (-3.48, -3.31, -0.36)
C (-4.05, -2.48, -1.31)
C (-3.25, -1.75, -2.17)
S (-4.50, -4.07, 0.92)
O (-5.53, -3.06, 1.13)
O (-4.96, -5.30, 0.32)
O (-3.56, -4.22, 2.02)
H (-1.49, -0.09, -3.02)
H (-0.54, -1.30, -3.56)
H (-0.21, -2.88, -1.11)
H (-1.69, -4.16, 0.43)
H (-5.12, -2.36, -1.32)
H (-3.68, -1.04, -2.87)
C (1.15, 5.92, 0.99)
C (-0.16, 5.20, 0.97)
C (-1.00, 5.21, 2.09)
C (-2.22, 4.58, 2.06)
Cl (-3.22, 4.59, 3.48)
C (-2.67, 3.93, 0.92)
C (-1.85, 3.90, -0.19)
C (-0.60, 4.51, -0.16)
O (0.19, 4.49, -1.30)
C (1.31, 3.65, -1.16)
C (0.99, 2.18, -1.25)
O (-0.09, 1.73, -1.72)
O (1.85, 1.35, -0.81)
H (1.15, 6.70, 1.76)
H (1.35, 6.39, 0.02)
H (1.99, 5.25, 1.21)
H (-0.68, 5.73, 2.98)
H (-3.64, 3.46, 0.91)
H (-2.16, 3.42, -1.11)
H (1.83, 3.81, -0.21)
H (2.01, 3.89, -1.96)

Results
- Gap between HOMO and LUMO: 7.370 eV
- Maximum force: 0.48 eV/A
- Lowest unoccupied orbital energy: -0.7 eV
- Energy relative to the best compared isomer or geometry (same formula, charge and spin): 0.0 kJ/mol

***

E
In order: -41083.227; -85738.246
Unit: eV